{"formula": "H18O9", "method": "ωB97M-V/def2-TZVPD", "largest_force_ha_per_bohr": 0.030, "elements": ["O", "O", "O", "O", "O", "O", "O", "O", "O", "H", "H", "H", "H", "H", "H", "H", "H", "H", "H", "H", "H", "H", "H", "H", "H", "H", "H"], "xyz": [[-2.809763, 2.288810, 3.063800], [-2.538180, 1.502022, -1.914700], [-2.608122, -3.323331, 2.034402], [3.865940, -2.299790, 2.389236], [2.350544, -1.456619, -4.185960], [-0.120265, -0.542088, 0.255383], [-3.363726, -1.099215, 1.495283], [1.629712, 4.376540, -0.824515], [3.501051, 0.765251, -2.248129], [-2.823486, 2.422644, -1.907985], [-2.738205, 2.415143, 2.110958], [-2.013786, -2.729980, 2.507359], [3.768670, -2.516957, 1.455229], [3.618927, -0.116071, -1.876151], [-4.066726, -1.664125, 1.835367], [4.145808, -1.377477, 2.387642], [-0.034943, -0.282708, -0.668971], [-2.725448, -1.717800, 1.122531], [-0.207038, -1.501458, 0.222696], [-2.222565, 1.546700, 3.246723], [2.477907, -0.633695, -3.700612], [2.518749, 4.011327, -0.752239], [-3.021800, -3.845271, 2.731138], [3.746163, 1.358108, -1.528802], [-2.591204, 1.246837, -2.842632], [1.122976, 3.677204, -1.252459], [1.788464, -1.985052, -3.608195]], "forces_ev_per_angstrom": [[0.1438, 0.0490, -0.0220], [0.0786, 0.0949, -0.1812], [0.5410, -1.3403, 0.5508], [0.0333, 0.1179, -0.1965], [-0.0698, -0.0679, 0.2920], [0.1567, -0.2210, -0.0921], [-0.2084, 1.1445, -0.2538], [0.1017, -0.1993, -0.0579], [-0.0633, -0.1239, 0.1642], [0.0049, -0.0784, 0.0630], [-0.0500, -0.1047, 0.0841], [-0.0680, -0.0548, 0.1697], [-0.0040, -0.0519, 0.1196], [0.1091, 0.0279, -0.0111], [0.2794, 0.0908, -0.1836], [-0.0371, -0.0782, 0.0920], [-0.1739, 0.1217, 0.0709], [-0.6213, 0.3733, -0.1340], [0.0288, 0.0689, 0.0250], [-0.1285, 0.0111, -0.0834], [0.0295, 0.1791, -0.1546], [-0.0900, 0.1344, 0.0156], [0.0809, -0.1278, -0.1118], [-0.0348, -0.0087, -0.1240], [-0.0267, -0.0129, 0.0823], [-0.0319, 0.0743, 0.0331], [0.0201, -0.0182, -0.1565]]}



{"formula": "C31H28CdN5O10", "method": "ωB97M-V/def2-TZVPD", "largest_force_ha_per_bohr": 0.015, "total_charge": -1, "elements": ["Cd", "O", "O", "O", "O", "O", "O", "O", "O", "O", "O", "N", "N", "N", "N", "N", "C", "C", "C", "C", "C", "C", "C", "C", "C", "C", "C", "C", "C", "C", "C", "C", "C", "C", "C", "C", "C", "C", "C", "C", "C", "C", "C", "C", "C", "C", "C", "H", "H", "H", "H", "H", "H", "H", "H", "H", "H", "H", "H", "H", "H", "H", "H", "H", "H", "H", "H", "H", "H", "H", "H", "H", "H", "H", "H"], "xyz": [[-0.235194, -0.245308, -0.071892], [-0.020767, -2.450949, 0.121529], [0.126882, 1.825870, 3.415224], [5.566188, -1.228529, 2.411435], [-1.659438, 3.053368, 1.733765], [3.845436, -2.641760, 1.800071], [0.553800, 1.802671, 0.086812], [-0.564124, -0.029685, 2.393666], [-2.824038, 2.856403, -0.154219], [-2.867587, -2.253418, -1.353149], [-2.941504, -3.547255, 0.482631], [1.791271, -0.707264, -0.776571], [1.882200, -2.043454, -1.190996], [-2.616845, -0.042631, 0.467515], [-0.604296, 1.602550, -4.061764], [-0.906691, 0.330014, -2.296504], [-0.021937, 0.978436, -3.017199], [2.790243, 1.012346, 3.305860], [-1.959506, 1.326900, -3.994680], [-4.338092, -0.280542, 2.637059], [2.834875, 0.045413, -0.925413], [4.358130, -0.620424, 2.649599], [1.519628, -5.943450, -2.740036], [2.017387, -1.093732, 2.383370], [-2.127993, 0.545354, -2.893988], [3.329873, -1.456545, 2.275397], [1.762054, 2.182531, -0.040063], [-2.386142, 2.387499, 0.867089], [4.127880, 0.619665, 3.187083], [0.918393, -2.784710, -0.702213], [-3.727091, 0.920059, 2.353261], [5.255394, -2.464467, 1.751685], [0.072326, 2.415674, -5.057149], [2.025832, 3.583396, 0.452423], [4.101149, -0.545474, -1.484461], [0.976374, -6.914018, -1.904087], [-2.871070, 0.997954, 1.264066], [-3.202897, -1.211557, 0.771437], [0.414743, -6.535150, -0.692544], [0.394362, -5.192630, -0.323244], [0.948460, -4.218880, -1.151378], [0.335548, 0.691312, 2.918106], [1.755275, 0.183821, 2.903336], [-2.968852, -2.368258, -0.165650], [1.509897, -4.606031, -2.365926], [2.832310, 1.437570, -0.554773], [-4.064619, -1.378479, 1.836852], [-5.027476, -0.363945, 3.467127], [4.857138, 0.226583, -1.617739], [0.650859, 3.202402, -4.576642], [1.280656, 4.261260, 0.028920], [3.782103, 1.950707, -0.632046], [0.738082, 1.811232, -5.671445], [-0.982146, 2.510098, 2.250626], [5.587452, -2.418273, 0.713104], [-0.673526, 2.874743, -5.699538], [-3.031120, 0.122597, -2.488740], [1.954866, -6.233352, -3.689090], [-0.037338, -4.876351, 0.621238], [1.038274, 1.035862, -2.800400], [-4.510188, -2.344996, 2.020191], [3.892412, -1.033496, -2.437095], [3.032318, 3.929573, 0.213753], [1.933079, -3.838989, -3.002595], [-3.893542, 1.800574, 2.958282], [1.881145, 3.583475, 1.536934], [2.539807, 1.990677, 3.696095], [-2.658387, 1.725195, -4.713841], [4.482759, -1.320324, -0.817498], [1.208648, -1.734842, 2.056299], [-2.593293, -4.189172, -0.154094], [0.990116, -7.957452, -2.197602], [0.001395, -7.284755, -0.027293], [4.944515, 1.267526, 3.478207], [5.745868, -3.284964, 2.273009]], "forces_ev_per_angstrom": [[-0.5705, 0.2393, 0.4268], [0.1690, -0.2071, -0.3770], [-0.0768, -0.0339, -0.3761], [0.1579, -0.2545, -0.0757], [0.4042, 0.1234, -0.0157], [0.2069, -0.1191, -0.0221], [0.1131, 0.2193, 0.0693], [0.3788, 0.0042, -0.3336], [0.0373, 0.1539, 0.0871], [0.0845, -0.0257, -0.1885], [0.0565, 0.0859, -0.0692], [0.0504, -0.5128, -0.3020], [0.0012, 0.1247, 0.1249], [-0.3418, -0.1507, 0.1931], [-0.0738, 0.0508, -0.1431], [-0.1883, 0.0530, -0.0686], [-0.0046, -0.0186, 0.0800], [0.1822, 0.0713, 0.0290], [0.1683, 0.0661, -0.0113], [-0.0588, -0.0242, 0.0453], [-0.0693, 0.2349, 0.1033], [0.0972, 0.0730, 0.0151], [-0.0111, 0.0505, 0.0468], [-0.1216, 0.0632, 0.0816], [0.2022, -0.0497, 0.0334], [-0.0787, -0.0924, -0.0678], [0.2285, -0.4233, -0.1411], [0.0325, -0.4656, -0.1971], [-0.0571, 0.1213, 0.0334], [0.1885, 0.0450, -0.0524], [-0.0276, 0.0381, 0.1195], [-0.2787, 0.2495, 0.1968], [-0.0682, -0.0901, 0.1197], [0.0122, 0.0932, -0.0171], [0.0708, 0.0813, 0.0006], [0.0077, 0.0613, -0.0198], [0.0549, -0.0555, -0.1999], [0.0617, 0.1344, -0.0517], [0.0100, 0.1616, 0.0403], [-0.0377, -0.0965, -0.0014], [-0.0913, -0.0024, 0.1704], [-0.3904, 0.3520, 0.1258], [-0.0117, -0.2123, -0.1355], [0.1788, 0.2628, 0.2302], [0.0129, -0.0248, 0.0149], [-0.2778, -0.0385, -0.0277], [-0.0313, 0.0169, 0.0786], [0.0304, -0.0168, 0.0384], [0.0276, -0.0062, 0.0107], [-0.0030, 0.0094, 0.0387], [0.0484, -0.0272, 0.0188], [0.0059, -0.0346, 0.0365], [0.0004, -0.0467, -0.0067], [-0.3925, -0.0713, 0.3630], [0.0244, 0.0581, -0.1003], [-0.0365, 0.0203, -0.0097], [0.0511, 0.0033, 0.0215], [-0.0058, 0.0081, -0.0059], [0.0266, -0.0243, -0.0709], [-0.1143, 0.0197, 0.0061], [0.0130, -0.0038, 0.0220], [0.0159, -0.0189, 0.0115], [-0.0340, 0.0091, 0.0399], [0.0021, -0.0488, 0.0263], [0.0080, -0.0055, 0.0025], [0.0228, 0.0221, -0.0387], [-0.0232, -0.0474, -0.0319], [0.0936, -0.0386, 0.0681], [-0.0408, 0.0051, -0.0331], [0.0147, -0.0012, -0.0039], [-0.0341, -0.0737, -0.0329], [0.0044, 0.0248, 0.0043], [-0.0107, 0.0165, -0.0167], [-0.0213, -0.0116, -0.0056], [0.0257, -0.0529, 0.0768]]}



{"formula": "C4H7NO", "method": "ωB97M-V/def2-TZVPD", "largest_force_ha_per_bohr": 0.039, "elements": ["O", "N", "C", "C", "C", "C", "H", "H", "H", "H", "H", "H", "H"], "xyz": [[1.921157, -0.104759, -0.110274], [-1.710987, -2.102656, -0.008434], [-0.494592, 0.059968, -0.336434], [-0.489060, 1.509009, 0.143044], [0.725532, -0.843680, -0.008991], [-1.503744, -0.960001, 0.010495], [2.448642, -0.251654, 0.687578], [-0.590912, 0.089242, -1.427734], [-0.293480, 1.624371, 1.211524], [0.296770, 2.050404, -0.398658], [0.468299, -1.755626, -0.641409], [0.664067, -1.304914, 0.977665], [-1.441696, 1.990294, -0.098366]], "forces_ev_per_angstrom": [[0.2734, -0.5311, -0.3465], [-0.9859, 1.0728, 0.4800], [-0.0257, -0.0444, -0.1246], [-0.1079, -0.0905, 0.1240], [-0.3510, -0.4416, 0.0726], [-0.1011, -1.1170, -0.3029], [-0.2167, 0.0121, -0.4027], [0.2010, 0.1023, 0.0268], [-0.0776, -0.1404, -0.0613], [-0.1625, -0.2507, 0.1680], [1.7176, 1.0353, -0.0409], [-0.2737, 0.4857, 0.3070], [0.1100, -0.0925, 0.1005]]}



{"formula": "C4H8N2O2", "method": "ωB97M-V/def2-TZVPD", "largest_force_ha_per_bohr": 0.024, "elements": ["O", "O", "N", "N", "C", "C", "C", "C", "H", "H", "H", "H", "H", "H", "H", "H"], "xyz": [[-0.130124, -0.251375, -1.708133], [2.716439, 0.129549, -0.033825], [0.292128, 0.412535, -0.528475], [0.542173, 1.775393, -0.697623], [0.933494, -1.204798, 1.031240], [-1.907813, -0.379803, 0.384836], [1.658208, -0.363136, 0.169180], [-0.649635, 0.105676, 0.662037], [-1.112815, -0.264107, -1.577250], [-0.537444, 0.921325, 1.362724], [1.442327, -1.547520, 1.925647], [0.373216, -1.988533, 0.537835], [-2.712486, -0.089098, 1.044106], [1.390696, 1.868499, -1.250803], [-2.049353, -1.317536, -0.140889], [-0.249011, 2.192928, -1.180606]], "forces_ev_per_angstrom": [[-0.3076, 0.4211, 0.4575], [-0.5747, -0.0941, -0.0205], [0.4909, -1.0170, 0.2161], [-0.2647, -0.2312, 0.0331], [0.0403, -0.1552, 0.0908], [0.4928, -0.0507, 0.2954], [-0.0806, 0.5518, 0.1362], [-0.2552, 0.6562, -1.0116], [0.2999, -0.0434, -0.0575], [0.0931, -0.0893, 0.0493], [0.1757, -0.0070, -0.0760], [-0.1904, 0.1491, -0.0698], [0.0666, -0.1026, 0.1335], [-0.0070, -0.0795, 0.0378], [-0.0427, 0.1120, -0.2236], [0.0637, -0.0201, 0.0094]]}



For each record above, in turn, the calculated E_LUMO values are -0.0140, 0.0949, 0.0194, 0.0280 Eh.
For each record above, in turn, the calculated E_tot values are -687.897676, -2392.218019, -286.553752, -416.987722 Eh.
For each record above, in turn, the calculated relative energy (zero: lowest compared OMol25 entry of this formula, charge and spin) values are 80.40, 4.39, 48.88, 168.32 kcal per mole.